ORCA calculation (ωB97M-V/def2-TZVPD) on 2 unconnected molecules or ions with the total composition C3H7ClN.

```
12
C3H7ClN (ωB97M-V/def2-TZVPD)
C -0.515 -1.086 0.754
C -0.729 1.154 -0.058
C 1.246 -0.213 -0.565
N -0.042 -0.103 0.095
Cl 0.188 -2.527 1.083
H -2.186 -0.947 1.216
H -1.754 1.079 0.291
H -0.718 1.459 -1.105
H -0.214 1.923 0.524
H 1.985 -0.672 0.087
H 1.599 0.770 -0.866
H 1.140 -0.837 -1.457
```

Output
charge	+1
energy relative to the best compared isomer or geometry (same formula, charge and spin)	265.1	kJ/mol
HOMO	-16.2	eV
LUMO level	-5.21	eV

ORCA calculation (ωB97M-V/def2-TZVPD) on 2 unconnected molecules or ions with the total composition C3H7ClN.

```
12
C3H7ClN (ωB97M-V/def2-TZVPD)
C -0.151 0.064 0.035
C 0.753 -0.642 -0.493
C -2.714 0.576 0.435
N 2.436 -0.296 -0.141
Cl -3.857 -0.270 -0.303
H -0.418 0.962 0.520
H -2.500 0.266 1.522
H 0.687 -1.461 -1.049
H -2.486 1.497 -0.203
H 3.019 -0.911 0.486
H 2.485 0.546 0.312
H 2.745 -0.329 -1.121
```

Output
charge	+1
energy relative to the best compared isomer or geometry (same formula, charge and spin)	128.8	kJ/mol
multiplicity	3
HOMO (alpha / beta)	-11.0 / -14.0	eV
LUMO level (alpha / beta)	-3.82 / -6.54	eV

ORCA calculation (ωB97M-V/def2-TZVPD) on 2 unconnected molecules or ions with the total composition C3H7ClN2O.

```
14
C3H7ClN2O (ωB97M-V/def2-TZVPD)
C 1.203 -1.317 -0.389
C -0.054 -1.123 0.404
C -1.635 0.597 -0.021
N 0.183 3.507 -0.110
N -0.505 0.281 0.326
O 1.049 2.609 0.133
Cl -3.011 -0.531 -0.118
H 1.535 -2.274 -0.195
H 0.972 -1.289 -1.366
H 2.030 -0.745 -0.130
H -0.747 -1.750 -0.096
H 0.090 -1.246 1.430
H -1.923 1.594 -0.230
H 0.815 1.687 0.364
```

Output
energy relative to the best compared isomer or geometry (same formula, charge and spin)	443.7	kJ/mol
HOMO (alpha / beta)	-8.4 / -8.4	eV
LUMO level (alpha / beta)	0.68 / 0.66	eV

ORCA calculation (ωB97M-V/def2-TZVPD) on a molecular structure, C3H7ClN2O.

```
14
C3H7ClN2O (ωB97M-V/def2-TZVPD)
C 0.948 -0.122 -0.831
C -0.740 -1.525 -0.072
C 0.352 1.329 1.020
N -1.223 0.365 -0.418
N 0.041 0.859 -0.330
O 0.592 -1.369 -0.187
Cl -1.283 -1.934 1.512
H 0.816 -0.233 -1.917
H 1.988 0.090 -0.589
H -1.259 -2.089 -0.844
H 0.899 0.580 1.596
H 0.941 2.244 0.939
H -0.592 1.541 1.520
H -1.480 0.262 -1.399
```

Output
energy relative to the best compared isomer or geometry (same formula, charge and spin)	213.3	kJ/mol
HOMO	-8.7	eV
LUMO level	0.88	eV

ORCA calculation (ωB97M-V/def2-TZVPD) on a molecular structure, C3H7ClN2Si.

```
14
C3H7ClN2Si (ωB97M-V/def2-TZVPD)
C -0.679 1.595 -0.877
C -1.207 1.466 0.471
C 0.828 -2.136 -0.407
N 0.261 0.850 -1.291
N -0.350 0.206 1.246
Si 0.765 -0.241 -0.013
Cl 2.707 0.080 0.465
H -1.285 2.147 -1.495
H -0.608 2.349 0.898
H -2.300 1.400 0.635
H 1.156 -2.339 -1.363
H 1.764 -2.333 0.134
H -0.037 -2.587 0.001
H -1.015 -0.457 1.596
```

Output
energy relative to the best compared isomer or geometry (same formula, charge and spin)	167.6	kJ/mol
HOMO	-9.8	eV
LUMO level	0.74	eV

ORCA calculation (ωB97M-V/def2-TZVPD) on a molecular structure, C3H7ClN4.

```
15
C3H7ClN4 (ωB97M-V/def2-TZVPD)
C -0.642 0.394 -0.700
C 0.033 -0.578 -0.148
C 1.142 -0.432 0.826
H -1.797 0.170 -2.456
H -2.565 -0.838 -0.851
H 0.296 2.174 -0.056
H -1.145 2.242 -0.898
H 0.770 -2.324 1.986
H 1.961 -0.840 2.460
H 1.482 1.177 -0.205
N -1.974 0.196 -1.110
N -0.250 1.784 -0.863
N 1.388 -1.436 1.720
N 1.884 0.550 0.657
Cl -0.584 -2.240 -0.363
```

Output
energy relative to the best compared isomer or geometry (same formula, charge and spin)	382.3	kJ/mol
HOMO	-8.6	eV
LUMO level	0.34	eV

ORCA calculation (ωB97M-V/def2-TZVPD) on a gas-phase ion, C3H7ClN5 (charge +1).

```
16
C3H7ClN5 (ωB97M-V/def2-TZVPD)
N 1.599 1.033 1.245
C 0.543 0.526 0.621
N -0.158 1.120 -0.285
N -1.423 0.626 -0.581
N -1.384 -0.526 -1.458
N -2.204 0.301 0.445
C -1.343 -0.711 1.452
Cl -2.115 -1.146 2.828
C 0.011 -0.926 1.036
H 1.975 0.590 2.079
H 1.517 2.076 1.149
H -1.984 1.431 -1.055
H -1.456 -0.184 -2.417
H -2.337 -0.998 -1.394
H -0.098 -1.487 0.144
H 0.554 -1.308 1.995
```

Output
charge	+1
energy relative to the best compared isomer or geometry (same formula, charge and spin)	570.5	kJ/mol
SMILES	NC1=N[N@@H+](N)N=C(Cl)C1
HOMO (alpha / beta)	-13.8 / -13.8	eV
LUMO level (alpha / beta)	-5.27 / -5.27	eV

ORCA calculation (ωB97M-V/def2-TZVPD) on a gas-phase ion, C3H7ClNO2S (charge +1).

```
15
C3H7ClNO2S (ωB97M-V/def2-TZVPD)
C -0.737 0.716 -0.093
C 1.284 0.934 1.101
C 1.194 -0.578 -0.750
N 0.475 0.234 0.157
O -1.466 0.305 -1.086
O -3.374 -0.631 0.566
S -3.043 -0.698 -0.808
Cl -2.159 -2.578 -1.135
H -1.255 1.341 0.629
H 0.745 1.447 1.825
H 2.067 1.644 0.613
H 1.969 0.133 1.657
H 0.617 -0.837 -1.557
H 1.565 -1.526 -0.182
H 2.118 0.094 -0.938
```

Output
charge	+1
energy relative to the best compared isomer or geometry (same formula, charge and spin)	0.0	kJ/mol
HOMO	-15.4	eV
LUMO level	-5.62	eV

ORCA calculation (ωB97M-V/def2-TZVPD) on a gas-phase ion, C3H7ClO2PS (charge +1).

```
15
C3H7ClO2PS (ωB97M-V/def2-TZVPD)
C 0.164 0.172 0.264
C -1.016 -0.274 1.163
C 0.002 -0.208 -1.185
O -2.141 0.443 0.766
O -0.613 0.947 -1.924
P -3.482 -0.202 0.252
S -3.756 -2.071 0.339
Cl -4.366 1.259 -0.708
H 0.325 1.210 0.552
H 1.129 -0.430 0.674
H -1.101 -1.418 1.106
H -0.847 -0.106 2.263
H 0.963 -0.602 -1.757
H -0.788 -0.989 -1.307
H -0.094 1.647 -2.374
```

Output
charge	+1
energy relative to the best compared isomer or geometry (same formula, charge and spin)	143.6	kJ/mol
HOMO	-14.0	eV
LUMO level	-6.59	eV

ORCA calculation (ωB97M-V/def2-TZVPD) on a single C3H7ClO2S molecule.

```
14
C3H7ClO2S (ωB97M-V/def2-TZVPD)
C -0.447 1.771 -1.919
S -0.703 0.792 -0.232
O -0.192 1.597 0.828
Cl -2.536 -0.236 0.550
C 0.326 -0.784 -0.319
C 0.558 -1.333 1.107
O 1.539 -0.541 1.639
H -1.068 2.574 -1.952
H -0.852 1.228 -2.739
H -0.095 -1.259 -1.133
H 1.380 -0.489 -0.692
H -0.286 -1.265 1.676
H 1.057 -2.297 1.068
H 1.320 0.244 2.118
```

Output
energy relative to the best compared isomer or geometry (same formula, charge and spin)	367.3	kJ/mol
SMILES	C=[S@@](=O)(Cl)CCO
HOMO (alpha / beta)	-9.2 / -9.2	eV
LUMO level (alpha / beta)	-1.35 / -1.35	eV

ORCA calculation (ωB97M-V/def2-TZVPD) on 2 unconnected molecules or ions with the total composition C3H7ClOS.

```
13
C3H7ClOS (ωB97M-V/def2-TZVPD)
C 1.595 0.097 0.062
C 0.246 0.756 0.321
C -0.763 -0.145 -0.363
O -0.807 -0.117 -1.641
S -0.895 -1.721 0.379
Cl -2.887 1.076 0.761
H 1.566 -0.307 -1.031
H 1.792 -0.781 0.671
H 2.410 0.899 0.060
H 0.201 1.666 -0.260
H 0.025 0.964 1.301
H -1.275 -0.847 -1.975
H -1.208 -1.542 1.714
```

Output
energy relative to the best compared isomer or geometry (same formula, charge and spin)	94.2	kJ/mol
multiplicity	3
HOMO (alpha / beta)	-6.5 / -9.9	eV
LUMO level (alpha / beta)	0.56 / -3.73	eV

ORCA calculation (ωB97M-V/def2-TZVPD) on 2 unconnected molecules or ions with the total composition C3H7ClOSi.

```
13
C3H7ClOSi (ωB97M-V/def2-TZVPD)
C -0.739 -2.080 0.590
C 0.478 -1.608 0.859
Si 0.685 0.201 0.761
C 0.336 1.607 1.722
Cl 1.911 0.462 -0.909
H -1.110 -3.047 0.490
H -1.555 -1.356 0.364
H 1.146 -2.330 1.274
H -0.094 1.846 2.660
H 0.625 2.486 1.124
O -0.886 1.456 -2.973
H -0.510 0.994 -3.740
H -0.286 1.370 -2.222
```

Output
energy relative to the best compared isomer or geometry (same formula, charge and spin)	332.4	kJ/mol
SMILES	C=C[Si](=C)Cl.O
HOMO	-8.7	eV
LUMO level	0.28	eV

ORCA calculation (ωB97M-V/def2-TZVPD) on 2 unconnected molecules or ions with the total composition C3H7ClS.

```
12
C3H7ClS (ωB97M-V/def2-TZVPD)
C -0.028 -0.212 1.245
C 1.104 -0.362 -1.346
C -0.734 -0.024 -0.065
S -1.186 1.628 -0.571
Cl -1.818 -1.316 -0.416
H -0.647 0.016 2.091
H 0.928 0.298 1.186
H 0.188 -1.245 1.287
H 0.586 -0.319 -2.231
H 1.472 -1.272 -0.660
H 1.557 0.547 -1.169
H -1.420 2.261 0.649
```

Output
energy relative to the best compared isomer or geometry (same formula, charge and spin)	288.5	kJ/mol
HOMO	-8.4	eV
LUMO level	0.44	eV

ORCA calculation (ωB97M-V/def2-TZVPD) on 2 unconnected molecules or ions with the total composition C3H7ClSe.

```
12
C3H7ClSe (ωB97M-V/def2-TZVPD)
C -1.518 -1.544 0.109
C 0.662 1.974 -0.083
C 1.095 -0.970 -0.673
Cl 0.709 1.903 1.688
Se 0.381 -1.789 0.623
H -1.442 -1.783 -0.912
H -2.229 -2.257 0.591
H -1.754 -0.413 0.262
H 1.255 2.787 -0.285
H -0.433 2.239 -0.423
H 2.265 -1.078 -0.442
H 1.008 0.932 -0.454
```

Output
energy relative to the best compared isomer or geometry (same formula, charge and spin)	175.4	kJ/mol
HOMO	-8.7	eV
LUMO level	-0.15	eV

ORCA calculation (ωB97M-V/def2-TZVPD) on a molecular structure, C3H7CsNO5S.

```
18
C3H7CsNO5S (ωB97M-V/def2-TZVPD)
Cs 13.741 9.220 -8.366
S 9.557 10.399 -8.434
O 9.111 10.918 -7.113
O 9.782 11.516 -9.377
O 10.867 9.665 -8.232
O 8.589 9.407 -8.967
C 15.500 13.005 -11.507
C 15.550 12.439 -10.114
O 14.878 11.468 -9.790
N 16.415 13.043 -9.266
C 16.635 12.713 -7.862
H 15.621 14.088 -11.527
H 14.527 12.796 -11.949
H 16.238 12.510 -12.138
H 16.996 13.764 -9.657
H 16.187 13.503 -7.259
H 17.703 12.675 -7.665
H 16.150 11.772 -7.630
```

Output
charge	-1
energy relative to the best compared isomer or geometry (same formula, charge and spin)	196.1	kJ/mol
HOMO	-2.1	eV
LUMO level	1.20	eV

ORCA calculation (ωB97M-V/def2-TZVPD) on a molecular structure, C3H7F4INP.

```
17
C3H7F4INP (ωB97M-V/def2-TZVPD)
C -0.421 1.368 1.846
P -0.419 0.258 0.386
N -1.437 -1.072 0.635
C 1.306 -0.241 -0.138
F 1.652 -1.454 0.327
F 2.250 0.631 0.314
C 1.274 -0.252 -1.680
F 0.124 -0.927 -2.020
F 1.121 1.061 -2.051
H -0.018 2.343 1.509
H -1.472 1.532 2.144
H 0.184 0.987 2.684
H -0.967 0.993 -0.686
H -2.363 -0.783 0.300
H -1.580 -1.205 1.641
H 2.182 -0.684 -2.125
I -1.414 -2.555 -3.085
```

Output
HOMO	-5.8	eV
LUMO level	-0.88	eV

ORCA calculation (ωB97M-V/def2-TZVPD) on a gas-phase ion, C3H7FN3 (charge +1).

```
14
C3H7FN3 (ωB97M-V/def2-TZVPD)
C -1.593 0.117 0.385
C -0.170 -0.038 -0.150
N 0.430 -1.256 -0.328
N 0.638 1.064 -0.070
N 2.008 0.979 -0.430
C 3.114 0.420 -0.091
F 3.321 -0.734 0.538
H -2.252 -0.195 -0.360
H -1.657 -0.428 1.301
H -1.712 1.185 0.589
H -0.101 -2.107 -0.159
H 1.365 -1.423 -0.720
H 0.192 1.988 -0.104
H 4.087 0.799 -0.627
```

Output
charge	+1
energy relative to the best compared isomer or geometry (same formula, charge and spin)	166.2	kJ/mol
SMILES	CC(=[NH2+])N/N=C\F
HOMO	-14.7	eV
LUMO level	-4.32	eV

ORCA calculation (ωB97M-V/def2-TZVPD) on a gas-phase ion, C3H7FN5 (charge +1).

```
16
C3H7FN5 (ωB97M-V/def2-TZVPD)
C 0.433 -1.048 1.027
C 0.043 -0.696 -0.381
C -0.736 0.622 -0.454
N 0.664 -0.359 2.009
N 0.303 -3.178 1.956
N 0.778 -2.432 1.168
N 0.038 1.792 -0.039
N 1.061 1.662 0.707
F 2.309 1.114 -0.066
H 0.967 -0.630 -0.964
H -0.569 -1.492 -0.807
H -1.040 0.778 -1.492
H -1.627 0.560 0.183
H 0.648 -4.138 2.019
H -0.157 2.663 -0.532
H 1.473 2.475 1.164
```

Output
charge	+1
energy relative to the best compared isomer or geometry (same formula, charge and spin)	501.2	kJ/mol
HOMO (alpha / beta)	-13.9 / -13.9	eV
LUMO level (alpha / beta)	-7.05 / -7.55	eV

Record order is preserved below.
Max |F|: 5.38 4.20 3.68 3.44 4.86 6.30 9.69 4.99 4.30 4.72 5.62 3.19 6.34 3.94 1.72 3.42 3.36 2.76 eV/A